Entry 1:
C6H10O | ωB97M-V/def2-TZVPD

The HOMO-LUMO gap comes out at 10.21 eV. As for the molecular weight: 98.14 Da. As for the charge: 0. The SMILES is C1=CCOCCC1. The relative energy (zero: lowest compared OMol25 entry of this formula, charge and spin) is 85.6 kJ/mol.

Structure (XYZ):
```
17
Properties=species:S:1:pos:R:3:forces:R:3:lowdin_charge:R:1
C -1.260 -0.332 0.369 0.02 -0.08 -0.07 -0.180
C -0.552 -1.521 -0.329 -0.39 -0.01 0.12 -0.221
O 0.748 -1.181 -0.755 0.07 -0.10 0.00 -0.140
C 1.446 -0.553 0.304 0.17 -0.01 0.28 -0.221
C 1.538 0.928 0.053 -0.20 0.13 0.04 -0.067
C 0.423 1.612 -0.204 0.10 -0.13 -0.01 -0.100
C -0.973 1.022 -0.317 -0.09 0.00 -0.09 -0.181
H -0.996 -0.252 1.432 0.00 -0.13 -0.23 0.105
H -2.341 -0.522 0.370 0.13 0.06 -0.15 0.111
H -0.489 -2.401 0.335 -0.20 0.21 0.04 0.122
H -1.083 -1.842 -1.232 -0.05 0.20 0.14 0.123
H 0.869 -0.691 1.222 0.43 -0.15 0.10 0.105
H 2.399 -1.062 0.456 0.14 0.24 -0.21 0.121
H 2.510 1.417 0.067 -0.19 -0.03 0.04 0.098
H 0.493 2.683 -0.405 -0.03 -0.22 0.03 0.099
H -1.206 0.913 -1.384 0.00 0.10 0.04 0.119
H -1.681 1.763 0.075 0.07 -0.11 -0.08 0.106
```
Forces are in eV/Å.

---

Entry 2:
C3H6O3 | ωB97M-V/def2-TZVPD

The HOMO-LUMO gap comes out at 10.80 eV. As for the molecular weight: 90.08 Da. As for the charge: 0. The SMILES is COCC(=O)O. The relative energy (zero: lowest compared OMol25 entry of this formula, charge and spin) is 164.4 kJ/mol.

Structure (XYZ):
```
12
Properties=species:S:1:pos:R:3:forces:R:3:lowdin_charge:R:1
C 1.956 0.275 0.065 -0.09 -1.94 -1.20 -0.102
C -0.308 -0.204 -0.001 -0.19 -0.33 -0.41 -0.173
C -1.675 0.535 -0.071 0.74 -2.01 1.25 -0.512
H 1.910 -0.518 0.883 0.51 1.15 -0.77 0.099
H 2.787 0.990 0.165 -0.91 0.17 0.47 0.087
H 2.207 -0.265 -0.914 -0.26 0.33 1.19 0.100
H -0.156 -0.994 -0.802 -0.29 0.94 0.36 0.138
H -0.273 -0.845 0.952 0.04 1.25 -0.80 0.149
H -2.558 -1.230 -0.278 -0.37 2.45 0.93 0.158
O 0.645 0.833 -0.090 0.82 -0.90 0.70 -0.181
O -2.762 -0.276 0.052 0.35 -2.35 -1.38 0.067
O -1.770 1.700 0.040 -0.35 1.24 -0.34 0.168
```
Forces are in eV/Å.

---

Entry 3:
C25H26Cl3NO4Re | ωB97M-V/def2-TZVPD

The HOMO-LUMO gap (alpha / beta) comes out at 7.71 / 7.93 eV. As for the molecular weight: 697.05 Da. As for the expectation value of S²: 3.787. As for the charge: 0. The spin multiplicity is 4. The relative energy (zero: lowest compared OMol25 entry of this formula, charge and spin) is 375.9 kJ/mol.

Structure (XYZ):
```
60
Properties=species:S:1:pos:R:3:forces:R:3:mulliken_spin:R:1
Re -1.758 0.250 -1.195 -0.25 -0.53 0.38 2.832
C -2.582 3.185 0.815 0.04 0.01 0.00 -0.007
C -1.992 2.378 1.779 0.06 -0.01 0.01 0.011
C -0.612 2.386 1.943 -0.02 0.00 0.02 0.002
C 0.177 3.203 1.144 0.02 0.00 0.00 0.006
C -0.412 4.013 0.182 0.01 0.00 -0.02 0.003
C -1.791 4.004 0.018 -0.02 0.00 -0.01 0.004
H -3.656 3.170 0.683 0.00 -0.01 -0.01 0.002
H -2.606 1.734 2.394 0.00 -0.01 -0.02 0.004
H -0.152 1.750 2.690 0.00 0.00 -0.01 0.000
H 1.253 3.210 1.273 -0.02 0.00 0.00 -0.001
H 0.203 4.650 -0.442 -0.01 -0.01 0.01 0.000
H -2.251 4.639 -0.730 0.01 -0.01 0.00 0.003
O -2.666 -0.142 -2.964 -0.18 0.11 0.01 -0.029
O -1.499 -1.006 -2.938 0.00 -0.10 -0.19 0.138
Cl -3.767 -0.167 -0.111 0.32 0.08 -0.08 0.088
C -0.183 0.927 -4.536 -0.04 -0.02 -0.02 0.008
C -1.376 1.779 -4.098 0.12 -0.05 0.06 -0.004
C -0.871 3.141 -3.609 -0.07 0.00 0.03 -0.003
C -2.317 1.973 -5.293 -0.02 -0.01 0.00 -0.004
C -2.215 1.220 -2.958 -0.10 0.19 -0.22 -0.122
H 0.351 1.467 -5.322 -0.01 0.02 0.01 0.000
H -0.503 -0.033 -4.934 0.02 0.02 0.01 0.002
H 0.505 0.745 -3.713 0.00 0.00 -0.01 -0.002
H -0.350 3.651 -4.422 0.00 0.00 0.00 0.000
H -0.181 3.017 -2.774 0.00 0.02 0.01 0.002
H -1.698 3.779 -3.284 0.03 0.00 0.00 0.002
H -1.770 2.420 -6.125 -0.01 0.00 0.00 -0.002
H -3.151 2.632 -5.039 0.00 0.00 -0.02 0.000
H -2.723 1.017 -5.629 0.00 0.01 0.00 0.001
H -3.130 1.801 -2.820 -0.01 0.03 -0.02 0.001
Cl 3.562 -4.263 1.931 0.02 0.00 -0.01 0.000
C 1.936 -4.693 2.347 -0.10 0.09 -0.01 0.000
C 1.701 -5.930 2.918 0.02 -0.02 0.01 0.000
C 0.403 -6.322 3.201 0.02 -0.07 0.03 0.000
C -0.655 -5.479 2.912 -0.05 0.05 -0.02 0.000
C -0.403 -4.233 2.365 0.10 0.01 -0.02 0.000
Cl -1.736 -3.179 2.009 -0.04 0.00 0.01 0.000
C 0.895 -3.796 2.074 0.07 -0.03 0.04 0.000
N 1.126 -2.554 1.474 -0.07 -0.06 0.07 0.002
C 1.898 -1.555 2.118 0.01 0.05 0.02 0.000
C 2.223 -1.613 3.469 -0.01 -0.04 -0.03 0.000
C 2.959 -0.598 4.060 -0.01 -0.02 0.02 0.000
C 3.367 0.496 3.314 0.03 0.04 -0.01 0.000
C 3.043 0.557 1.967 0.02 -0.05 0.02 0.000
C 2.326 -0.462 1.356 -0.06 0.04 -0.04 0.006
C 2.006 -0.377 -0.115 -0.05 -0.02 0.23 0.000
C 0.601 0.051 -0.387 0.35 0.28 -0.12 0.021
O 0.322 0.828 -1.344 0.07 -0.09 -0.01 0.015
O -0.393 -0.388 0.287 -0.23 0.11 -0.05 0.007
H 2.538 -6.585 3.117 -0.01 0.01 0.00 0.000
H 0.216 -7.294 3.638 0.00 0.02 -0.01 0.000
H -1.676 -5.770 3.115 0.01 0.00 0.00 0.000
H 0.279 -2.161 1.080 0.05 0.00 -0.01 0.006
H 1.892 -2.458 4.060 0.00 0.01 -0.01 0.000
H 3.204 -0.661 5.112 0.00 -0.01 -0.01 0.000
H 3.937 1.293 3.774 -0.01 -0.01 0.00 0.000
H 3.371 1.402 1.370 0.00 -0.01 0.00 0.000
H 2.112 -1.363 -0.581 0.01 -0.01 0.01 0.006
H 2.670 0.316 -0.627 0.00 0.01 -0.02 0.000
```
Forces are in eV/Å.

---

Entry 4:
C64H49CdN2O3S2Si | ωB97M-V/def2-TZVPD

The HOMO-LUMO gap comes out at 7.57 eV. As for the molecular weight: 1098.74 Da. As for the charge: +1. The relative energy (zero: lowest compared OMol25 entry of this formula, charge and spin) is 28.5 kJ/mol.

Structure (XYZ):
```
122
Properties=species:S:1:pos:R:3:forces:R:3:lowdin_charge:R:1
Cd -0.021 -0.283 -0.390 1.12 -0.03 0.11 1.358
C 0.944 -0.747 8.453 -0.07 0.01 -0.01 -0.042
C 0.520 -0.426 7.047 0.02 0.00 0.00 -0.261
C 0.319 0.892 6.645 0.01 -0.04 0.03 -0.031
C -0.065 1.191 5.348 -0.07 0.09 -0.11 -0.074
C -0.254 0.160 4.440 -0.01 0.16 -0.19 -0.363
C -0.037 -1.155 4.811 -0.01 -0.13 -0.17 -0.064
C 0.333 -1.444 6.114 -0.01 0.05 -0.02 -0.023
S -0.765 0.576 2.758 -0.20 -0.23 0.81 1.045
O -0.295 -0.609 1.941 0.11 -0.08 -0.05 -0.621
C -2.568 0.506 3.062 0.00 -0.18 -0.04 -0.287
C -3.080 1.803 3.266 0.09 0.16 -0.05 -0.077
C -4.413 2.016 3.437 -0.03 0.04 -0.01 0.001
C -5.319 0.935 3.380 0.12 -0.21 -0.07 -0.153
C -6.717 1.144 3.420 -0.12 0.04 0.00 -0.023
C -7.583 0.098 3.288 -0.03 0.12 0.08 -0.065
C -7.087 -1.212 3.144 0.10 -0.13 -0.02 -0.055
C -5.742 -1.450 3.121 -0.11 -0.04 -0.04 -0.007
C -4.815 -0.382 3.221 0.09 0.23 0.00 -0.107
C -3.403 -0.592 3.085 0.08 0.04 -0.06 -0.139
C -2.950 -1.995 2.844 0.15 0.00 -0.54 -0.149
C -2.974 -2.977 3.870 0.13 -0.10 -0.02 -0.124
C -3.321 -2.657 5.203 -0.05 0.05 0.12 -0.015
C -3.338 -3.623 6.168 -0.01 0.10 0.03 -0.059
C -3.011 -4.957 5.849 0.08 -0.13 -0.11 -0.066
C -2.659 -5.293 4.573 -0.03 -0.05 0.09 -0.025
C -2.627 -4.316 3.550 -0.02 0.17 0.05 -0.149
C -2.249 -4.643 2.226 0.00 0.02 -0.06 -0.002
C -2.217 -3.687 1.253 -0.02 -0.07 -0.23 -0.052
C -2.604 -2.376 1.566 0.08 0.37 0.58 -0.298
S -2.553 -1.074 0.334 -1.80 -0.97 0.40 1.002
O -1.691 -1.658 -0.780 -0.11 -0.33 -0.16 -0.578
C -4.247 -1.188 -0.225 0.24 0.33 -0.05 -0.361
C -4.803 -2.355 -0.722 0.06 -0.13 -0.01 -0.045
C -6.098 -2.329 -1.211 0.09 -0.03 0.08 -0.021
C -6.843 -1.151 -1.203 -0.02 0.06 0.00 -0.256
C -8.237 -1.118 -1.762 0.02 0.00 0.04 -0.040
C -6.267 0.009 -0.686 -0.11 -0.09 -0.02 -0.020
C -4.972 -0.003 -0.206 0.18 0.10 0.05 -0.070
H 1.406 0.116 8.929 0.01 -0.02 0.02 0.079
H 1.652 -1.575 8.468 0.01 0.00 0.02 0.082
H 0.081 -1.037 9.057 0.01 0.00 0.01 0.089
H 0.481 1.695 7.353 0.00 0.01 -0.01 0.117
H -0.204 2.221 5.041 -0.01 -0.01 0.02 0.111
H -0.128 -1.937 4.070 -0.09 -0.08 -0.01 0.111
H 0.483 -2.476 6.407 0.05 0.01 -0.01 0.121
H -2.393 2.637 3.259 0.02 0.12 -0.07 0.098
H -4.798 3.020 3.568 0.04 -0.01 -0.01 0.123
H -7.083 2.158 3.536 -0.01 -0.02 0.00 0.118
H -8.652 0.266 3.303 0.01 0.02 0.00 0.109
H -7.779 -2.038 3.045 0.01 0.00 0.01 0.110
H -5.382 -2.463 3.004 0.00 -0.01 -0.03 0.121
H -3.577 -1.632 5.444 0.02 -0.03 0.04 0.125
H -3.596 -3.371 7.188 -0.03 0.03 -0.03 0.109
H -3.037 -5.715 6.620 0.00 0.01 0.01 0.108
H -2.399 -6.314 4.322 0.00 0.00 0.02 0.116
H -1.985 -5.668 1.997 0.04 0.01 -0.01 0.121
H -1.909 -3.912 0.239 0.02 -0.04 0.04 0.111
H -4.222 -3.270 -0.728 -0.05 -0.01 -0.03 0.115
H -6.539 -3.241 -1.595 -0.01 0.02 -0.03 0.117
H -8.597 -2.121 -1.984 -0.03 0.01 0.00 0.078
H -8.262 -0.536 -2.685 -0.02 0.00 0.00 0.089
H -8.923 -0.647 -1.057 -0.02 -0.01 -0.03 0.084
H -6.840 0.928 -0.670 0.02 0.01 0.00 0.124
H -4.508 0.905 0.169 -0.04 0.00 0.01 0.115
C 0.235 -0.784 -4.869 0.10 0.02 -0.10 -0.010
C -0.190 -0.841 -3.538 0.01 -0.12 0.04 -0.103
N 0.616 -0.595 -2.525 0.27 -0.04 -0.47 0.032
C 1.902 -0.263 -2.766 0.02 0.00 -0.27 -0.176
C 2.425 -0.206 -4.068 -0.15 -0.02 0.25 -0.136
C 1.547 -0.486 -5.133 -0.07 0.00 0.08 0.021
C 3.789 0.175 -4.267 0.16 0.06 0.00 -0.007
C 4.569 0.532 -3.224 0.02 0.01 -0.21 -0.012
C 4.063 0.516 -1.887 -0.24 -0.08 0.16 -0.141
C 4.830 0.916 -0.778 -0.10 -0.04 0.01 0.019
C 4.281 0.866 0.478 0.10 0.03 0.01 -0.021
C 2.967 0.414 0.625 -0.08 -0.04 -0.03 -0.097
N 2.223 0.047 -0.400 0.32 0.00 -0.05 0.032
C 2.743 0.095 -1.646 0.26 0.05 -0.01 -0.168
H -0.473 -0.962 -5.665 0.00 -0.04 0.01 0.117
H -1.211 -1.097 -3.288 0.05 0.00 0.01 0.098
H 1.918 -0.447 -6.149 -0.02 0.02 -0.01 0.127
H 4.176 0.186 -5.278 0.01 0.03 0.01 0.123
H 5.592 0.849 -3.384 0.01 -0.02 0.00 0.123
H 5.843 1.262 -0.933 0.01 0.00 0.03 0.128
H 4.841 1.168 1.351 0.01 0.00 0.00 0.115
H 2.504 0.344 1.602 0.00 0.03 0.00 0.112
O -1.052 1.440 -0.034 -0.56 0.75 0.00 -0.513
Si -1.436 2.678 -0.974 0.07 0.50 -0.30 0.438
C 0.077 3.751 -1.381 -0.25 -0.01 0.11 -0.223
C 0.176 5.117 -1.112 0.02 -0.07 0.00 -0.083
C 1.273 5.855 -1.540 0.07 0.08 0.00 -0.080
C 2.292 5.244 -2.255 -0.02 0.01 0.02 -0.088
C 2.210 3.887 -2.540 0.07 -0.08 -0.04 -0.084
C 1.113 3.160 -2.107 -0.03 0.02 0.07 -0.106
C -2.068 2.234 -2.713 0.06 -0.14 0.23 -0.229
C -2.721 1.037 -3.005 -0.06 0.16 0.06 -0.124
C -3.262 0.788 -4.260 -0.06 -0.03 -0.03 -0.094
C -3.147 1.740 -5.262 0.06 -0.02 -0.03 -0.088
C -2.482 2.932 -5.003 -0.02 0.02 -0.01 -0.075
C -1.953 3.172 -3.744 -0.02 0.02 0.02 -0.083
C -2.753 3.797 -0.216 0.17 -0.06 -0.16 -0.221
C -2.469 4.554 0.924 0.04 -0.12 0.11 -0.130
C -3.350 5.515 1.396 0.00 -0.01 0.06 -0.090
C -4.549 5.736 0.731 -0.03 -0.02 -0.04 -0.088
C -4.867 4.974 -0.384 -0.06 0.01 0.00 -0.082
C -3.974 4.020 -0.854 -0.03 -0.04 0.05 -0.089
H -0.623 5.615 -0.576 0.03 0.04 -0.01 0.091
H 1.329 6.915 -1.324 -0.01 0.00 0.00 0.104
H 3.138 5.823 -2.601 0.01 0.00 0.01 0.102
H 2.992 3.404 -3.115 0.00 0.00 0.01 0.096
H 1.031 2.110 -2.367 0.05 0.00 -0.06 0.075
H -2.824 0.289 -2.231 -0.06 -0.12 0.09 0.067
H -3.787 -0.141 -4.454 0.01 -0.01 0.01 0.106
H -3.573 1.557 -6.240 0.00 0.00 0.00 0.102
H -2.387 3.680 -5.780 0.00 -0.01 0.00 0.105
H -1.452 4.114 -3.550 0.02 0.00 -0.04 0.107
H -1.527 4.390 1.442 -0.01 0.07 0.01 0.106
H -3.099 6.104 2.269 0.01 0.00 0.00 0.103
H -5.226 6.512 1.068 -0.02 -0.03 0.05 0.103
H -5.803 5.137 -0.905 0.00 0.02 0.02 0.103
H -4.229 3.450 -1.741 0.02 0.04 -0.02 0.098
```
Forces are in eV/Å.

---

Entry 5:
C2H11N3O2 | ωB97M-V/def2-TZVPD

The HOMO-LUMO gap comes out at 9.17 eV. As for the molecular weight: 109.13 Da. As for the charge: 0. The SMILES is [H]/N=C(\N)NC.O.O. The relative energy (zero: lowest compared OMol25 entry of this formula, charge and spin) is 197.3 kJ/mol.

Structure (XYZ):
```
18
Properties=species:S:1:pos:R:3:forces:R:3:lowdin_charge:R:1
C -0.382 -1.407 -1.212 0.90 -2.09 -0.92 -0.138
N -1.396 -0.621 -0.609 -0.21 0.74 1.37 -0.027
C -1.127 -0.013 0.616 5.36 -2.18 -0.04 -0.538
N -1.573 1.219 0.865 -2.32 3.77 0.40 0.084
N -0.058 -0.394 1.311 -2.64 -2.04 -1.58 0.118
H 0.614 -0.984 -1.042 -0.05 -0.30 0.57 0.084
H -0.424 -2.516 -0.857 0.11 2.09 -0.98 0.086
H -0.444 -1.352 -2.321 -0.53 -0.38 0.67 0.092
H -1.965 -0.108 -1.243 -0.41 0.43 -0.08 0.111
H -2.415 1.440 1.338 -0.78 -0.39 0.51 0.079
H -1.400 1.948 0.191 0.17 -0.32 -0.34 0.096
H -0.039 0.054 2.211 0.11 0.73 -0.06 0.035
H 3.433 3.899 -0.817 -1.20 1.33 -0.75 0.066
H 2.088 4.735 -0.735 0.58 -0.22 -0.19 0.031
O 2.881 4.597 -1.282 0.62 -1.11 0.94 -0.097
H 0.619 -4.177 -0.085 -0.59 -0.83 -1.61 -0.018
H 0.317 -2.851 0.713 1.46 -1.99 0.12 0.029
O 0.853 -3.722 0.689 -0.57 2.76 1.96 -0.093
```
Forces are in eV/Å.